This record from OMol25 describes a structure of composition H12O7Pt at a distorted geometry. The level of theory is wB97M-V/def2-TZVPD.

Properties
LUMO level (spin up / spin down) = 0.1 / -1.6 eV
expectation value of S² = 2.01
ΔE to the lowest compared entry with this formula, charge and spin = 0.0 kcal per mole
DFT total energy = -653.08347 Eh

Structure (ORCA input):
```
! wB97M-V def2-TZVPD RIJCOSX def2/J DEFGRID3
* xyz 0 3
Pt -1.130 0.694 1.160
O -2.762 1.272 0.373
H -3.033 1.447 -0.498
O 0.540 0.583 2.218
H 0.898 -0.313 2.030
O 2.282 -1.586 0.363
H 2.699 -0.709 0.398
H 2.568 -2.110 1.100
O -0.605 -1.549 0.476
H 0.324 -1.670 0.239
H -1.183 -1.808 -0.251
O 3.009 0.880 -0.047
H 3.447 1.679 0.223
H 2.067 1.151 0.100
O -3.712 -1.628 -1.823
H -3.517 -2.101 -1.019
H -4.214 -0.879 -1.528
O 0.800 2.566 -1.136
H 1.462 2.074 -1.556
H 0.061 2.007 -0.822
*
```

natural (NBO) population analysis, charges in e, atoms 1 to 5: 1.0505 -1.0433 0.4745 -1.0004 0.4530